{"formula": "C4H3NO4", "method": "ωB97M-V/def2-TZVPD", "elements": ["O", "N", "H", "C", "O", "O", "H", "C", "C", "C", "H", "O"], "positions_angstrom": [[1.3281, 0.5558, -0.4399], [-0.0369, 0.1480, -0.3579], [2.8028, 0.7800, 1.0472], [0.9287, -0.2014, 1.6888], [-1.1440, -1.2079, 1.1651], [-0.6262, -0.4951, -1.4542], [1.0704, -0.5203, 2.7224], [-0.2371, -0.4932, 0.8823], [-1.7001, 0.2229, -1.8995], [1.7968, 0.3771, 0.8553], [-2.1154, -0.4625, -2.6535], [-2.0671, 1.2966, -1.5563]], "forces_ev_per_a": [[-0.3, -0.6, 0.3], [-0.3, 0.3, 0.7], [-0.6, -0.3, -0.4], [0.6, 0.4, -0.3], [-1.6, -0.5, -0.2], [1.8, 0.6, 1.1], [-0.1, 0.3, -0.5], [0.9, -0.5, 0.4], [-0.5, 0.1, -0.6], [0.3, 0.4, -0.3], [-0.4, 0.4, -0.1], [0.2, -0.6, -0.1]], "orbital_gap_ev": 10.53, "smiles": "O=COn1occc1=O", "e_tot_ha": -509.81341, "charge": 0, "relative_energy_kcal_mol": 72.5}